143
Properties=species:S:1:pos:R:3:forces:R:3:mulliken_charge:R:1 method="wB97M-V/def2-TZVPD" e_tot_ha=-6321.19930 homo_energy_ha=-0.324 orbital_gap_ha=0.3199 smiles="O=S1(=O)OCCO1.O=S1(=O)OCCO1.O=S1(=O)OCCO1.O=S1(=O)OCCO1.O=S1(=O)OCCO1.O=S1(=O)OCCO1.O=S1(=O)OCCO1.CCN(CC)CC.CCN(CC)CC.CCN(CC)CC" de_lowest_kj_mol=0.0 charge=0
S 4.6269 -0.8078 0.8322 0.2228 -0.5429 1.4243 0.9126
S -2.1142 -5.0208 -2.9607 -0.2824 0.2304 -0.6912 0.9941
S 1.4849 -1.2545 -5.2994 -0.2088 0.5225 0.7983 1.1580
S 2.3402 0.3891 4.5731 -0.9701 0.2889 0.0714 1.1237
S 0.8793 4.5758 1.3314 0.3876 -0.2397 0.0688 0.9566
S -5.3319 3.1935 0.0704 0.5647 0.2782 -0.5854 1.0386
S 1.1756 -4.4994 0.2309 -0.5283 -0.6029 1.3872 1.1831
O -2.3160 -3.7196 -3.8646 -0.0736 -0.1570 -0.1341 -0.3387
O 6.0996 -1.3701 0.7807 0.3256 0.3315 -0.7302 -0.3679
O 2.4251 -0.9926 4.2985 -0.0791 -0.9828 -0.1857 -0.4944
O -6.5211 3.9270 -0.1488 -0.3635 0.3933 -0.0987 -0.6147
O -0.7549 -5.1481 -2.5763 0.3445 0.2948 0.2030 -0.4521
O 1.1643 1.0015 3.6986 -0.0399 -0.2780 -0.3297 -0.1671
O 1.6626 0.6413 5.9834 0.0951 -0.1812 0.3640 -0.3583
O 2.0557 5.1830 0.4697 -0.0362 0.1002 0.0324 -0.4505
O -2.7670 -6.1072 -3.5879 -0.1891 -0.0091 0.1828 -0.6472
O -4.4236 3.2101 -1.2415 -0.1130 -0.4021 -0.1415 -0.2853
O 0.9276 -5.8322 -0.1398 -0.1208 -0.5625 -0.3113 -0.6485
O 1.7344 -2.3954 -6.0893 0.1698 -0.4251 -0.3489 -0.6259
O 4.1236 -0.5295 -0.4480 -0.2338 -0.2850 -1.1049 -0.3975
O -0.1974 -3.7272 0.5346 0.0754 0.1761 -0.6426 -0.2134
O -0.1796 4.2359 0.4442 -0.2557 -0.2200 -0.2127 -0.3846
O 0.5868 5.3709 2.4649 -0.0437 0.3099 0.1875 -0.7178
O 2.0348 -3.6912 -0.5419 0.2014 0.7704 -0.4031 -0.4245
O 3.9984 -2.1662 1.3937 -0.1673 0.5525 -0.4225 0.0796
O 4.5593 0.2315 1.7967 -0.0606 0.0503 0.4838 -0.5902
O 2.7313 -1.0035 -4.3349 0.2105 0.0257 -0.4189 -0.4269
O 1.0900 -0.0268 -5.8860 0.0028 0.1769 -0.3094 -0.5759
O 1.6474 -4.5376 1.7620 0.4750 -0.0474 -0.1097 -0.4399
O -4.3101 4.0668 0.9074 -0.1438 -0.2639 0.6455 -0.3058
O -2.9787 -4.4678 -1.7592 0.0671 -0.3051 0.4113 -0.3757
O 1.6514 3.2921 1.8501 -0.3546 0.1682 -0.5516 -0.3126
O 0.4447 -1.5743 -4.1473 -0.2546 -0.0613 0.0946 -0.2794
O 3.4882 1.1828 4.4834 1.0948 0.8120 -0.0073 -0.5983
O -5.4060 1.8705 0.5539 0.2748 -0.3440 0.3086 -0.3569
N 4.3657 3.7358 -2.9473 0.7557 0.4083 -0.5907 0.9385
N -5.6552 -3.4795 2.1118 -0.3720 -0.1300 0.0442 0.1289
N -0.8890 0.3098 -0.6576 0.1459 -0.3103 -0.8914 1.4619
C 1.1309 -2.0234 -2.9584 0.3651 -0.3875 -0.3870 0.5595
C -2.1472 1.3866 1.2528 0.4364 0.1415 -0.2921 0.8176
C -8.0797 -4.0645 2.4589 -0.1785 -0.2590 -0.0643 -1.3764
C -3.5307 4.9328 0.0690 0.4850 0.3923 0.1746 0.3163
C 0.8248 -0.5529 0.8577 0.5384 -0.3189 1.4041 1.0827
C 2.4170 -1.2071 -2.9702 -0.0672 -0.3273 1.4393 0.6177
C 0.2928 1.0085 5.8721 -0.4236 0.5202 -0.1994 -0.4569
C -2.5641 -2.5571 -3.0666 0.7805 0.5631 0.1778 0.7379
C 0.1688 1.6398 4.4831 -0.7387 0.4078 0.4131 -0.0743
C 2.7745 2.9640 0.9843 0.5634 0.6152 1.5967 0.8911
C 6.3436 -2.3415 1.8004 -0.1062 0.1514 0.2040 -0.3827
C -4.2832 -5.3143 1.1771 0.2555 0.6577 0.6432 -0.7318
C -4.8096 -1.1327 2.1196 -0.0799 -0.0764 0.0223 -0.5893
C 3.2475 3.8234 -3.8951 -0.4056 0.0002 -0.0696 -1.1143
C -3.8614 4.5255 -1.3690 -0.5777 0.1699 -0.2152 -0.3909
C -4.6031 -2.5726 2.5670 0.1802 -0.0215 0.0623 -0.0802
C 6.0685 5.2244 -1.8125 -0.1291 -0.0064 -0.4524 -1.3462
C -5.2136 -4.8557 2.3037 0.8446 -0.5382 -0.2918 -0.4660
C 3.1848 4.2977 0.3541 0.2260 -0.0809 -0.7486 0.2569
C 5.3394 2.7210 -3.3666 -0.4099 -0.5002 -0.0308 -0.8806
C -2.7149 -3.0607 -1.6134 -0.3470 -0.0014 -0.6328 0.3297
C -0.4690 -3.6365 1.9309 -0.0538 0.1706 0.6046 -0.2163
C -1.2264 1.3882 -1.5936 0.1673 0.8681 0.4440 -0.5421
C 0.9090 -3.6164 2.5672 -0.0632 0.1832 -0.0312 0.5697
C -0.4688 1.3738 -2.9088 0.1804 -0.6048 0.3735 -0.6510
C 4.7689 1.3150 -3.1570 0.3455 0.6808 -0.1902 -0.6310
C 1.9197 4.0653 -3.1997 -0.6885 0.0089 -0.2049 -0.6956
C 5.0000 5.0646 -2.8869 -0.4962 -0.0313 0.1235 -0.7983
C 4.9539 -2.8755 2.1847 -0.2726 -0.4017 0.6378 -0.4361
C -6.8822 -3.2423 2.8865 0.4474 -0.4567 0.4072 -0.2674
C 0.4421 0.5577 -0.0909 -0.4702 -0.3638 0.2242 0.8269
C -1.9504 0.1736 0.3417 -0.3878 -0.1300 -0.0415 0.1374
H 3.9481 1.1869 -3.8583 -0.0743 -0.3296 0.0955 0.0702
H -4.7583 -5.1343 0.2170 0.0956 -0.3463 -0.1337 0.2643
H -3.3697 -4.7136 1.2299 -0.0155 0.0347 -0.3114 -0.2644
H 1.2293 0.6134 -0.8461 -0.3695 -0.0063 -0.3421 -0.5899
H 1.0922 3.9698 -3.9110 0.1589 -0.1539 -0.0952 0.5242
H -0.8321 1.4490 4.0940 0.2297 -0.2371 -0.3581 0.1313
H 0.0592 1.7269 6.6542 0.1427 -0.0443 0.0637 0.3485
H -3.3971 -1.9838 -3.4676 -0.3036 -0.4627 -0.0090 0.3342
H -4.5367 -0.9980 1.0735 -0.1415 -0.1092 -0.0585 -0.0236
H -2.4757 4.7988 0.3071 -0.0896 -0.3490 0.0549 -0.2492
H 5.5956 2.8098 -4.4362 0.0579 0.2681 0.0587 0.2506
H -0.8218 0.5561 -3.5358 -0.0423 0.2336 -0.2640 0.2674
H 1.3552 -3.0853 -3.0661 -0.1426 -0.0160 0.0497 0.3940
H 6.9797 4.7144 -2.1236 0.0668 0.0452 0.1298 0.4107
H 3.1401 2.8986 -4.4617 0.1435 -0.1077 0.1476 0.4363
H 1.7485 5.0539 -2.7665 0.5225 -0.0110 0.2145 0.3405
H 4.4083 1.2042 -2.1363 0.0634 -0.1365 -0.0068 0.0454
H -1.0138 2.3479 -1.0849 -0.0271 0.0092 -0.1457 -0.1925
H -8.2848 -3.9845 1.3908 -0.0788 0.2300 0.0409 0.3186
H 6.2960 6.2874 -1.7350 0.0834 -0.0278 0.2432 0.4066
H -3.0075 4.4620 -2.0348 0.1218 -0.0829 0.1341 0.3360
H 3.2136 -1.7412 -2.4538 0.1058 -0.1411 -0.3892 0.5111
H 0.4038 1.5539 0.3728 0.3540 -0.1863 0.3586 -0.7797
H 0.5948 1.1863 -2.7453 0.0021 0.0817 -0.0108 -0.4544
H -8.9442 -3.7530 3.0470 -0.0905 0.1377 -0.2108 0.4207
H -3.5957 -2.6686 -1.1139 0.1811 0.1980 0.1700 0.3630
H 3.4727 4.2009 -0.6950 -0.3433 -0.0877 -0.0599 -0.4516
H 0.2949 2.7240 4.4630 0.3907 -0.0671 0.1186 0.2306
H 4.0387 4.7527 0.8542 -0.2210 0.0177 0.3487 0.4450
H 0.9253 -3.9624 3.5966 -0.0028 -0.1262 -0.0336 0.4524
H 7.0199 -3.0740 1.3724 -0.0984 -0.1003 0.0021 0.2834
H -0.5328 2.3457 -3.3911 -0.2213 -0.1074 -0.2455 0.4225
H -1.0001 -2.7092 2.1436 -0.0620 0.0063 -0.2893 0.0177
H 5.7659 4.8186 -0.8487 -0.0530 0.1059 0.0378 0.2142
H -1.7812 -2.8866 -1.0836 -0.1636 -0.1139 0.3184 -0.4046
H -6.0382 -5.5600 2.3629 -0.2400 0.2526 -0.0614 0.3733
H 4.1582 5.7512 -2.7519 0.2249 0.2074 0.3183 0.4412
H -2.3034 1.4116 -1.7764 -0.0057 -0.2922 -0.0240 0.5650
H 0.0668 -0.7457 1.6207 -0.1045 0.2674 -0.0368 0.3101
H -2.8339 1.1944 2.0735 -0.0708 -0.0194 -0.0491 0.5061
H -5.8528 -0.8503 2.2325 0.0404 0.2414 -0.0301 0.5471
H -4.6281 5.1588 -1.8182 0.1121 0.1339 0.0414 0.2598
H 5.5397 0.5788 -3.3856 -0.1243 -0.1591 0.0988 0.4662
H 4.7369 -2.6962 3.2386 0.0308 0.1500 -0.0396 0.2846
H -4.5155 -2.6798 3.6658 -0.0385 0.3210 -0.0001 0.3851
H -2.5140 2.2285 0.6692 -0.1589 0.0030 0.1149 -0.8773
H 4.8038 -3.9380 2.0057 0.0703 0.0590 -0.2915 0.3202
H -7.1329 -2.1856 2.8625 0.0008 0.0258 -0.0802 0.3173
H 6.2592 2.8599 -2.8015 -0.0406 -0.0602 0.0835 0.4215
H 1.3618 -2.6258 2.5122 0.0459 -0.0177 0.0070 -0.4962
H 1.0479 -1.5359 0.4479 -0.1795 0.2295 -0.8105 -0.5903
H -3.9392 -6.3357 1.3353 -0.3188 -0.1567 -0.2621 0.4839
H 6.8047 -1.8592 2.6611 0.1018 0.0539 -0.0992 0.2675
H -4.6521 -4.9699 3.2509 -0.2194 0.1334 0.1238 0.2390
H 2.3291 -0.2733 -2.4124 -0.1596 0.2580 -0.5021 -0.5789
H 1.7634 3.2966 -2.4406 -0.0095 0.1142 0.1262 -0.1921
H -3.7772 5.9608 0.3275 -0.2321 0.0249 -0.2933 0.3985
H -7.9698 -5.1287 2.6699 0.1469 0.0319 0.0321 0.3516
H -2.8653 -0.0166 -0.2275 -0.0445 0.1740 0.0358 1.0283
H 3.5412 2.7464 1.7243 0.1145 -0.7656 -0.3430 0.1924
H -0.3797 0.1552 5.9715 0.3119 -0.2257 0.0175 0.2909
H 0.4895 -1.8623 -2.0958 -0.0207 0.2126 -0.0446 -0.7954
H -1.0850 -4.4772 2.2536 0.1185 -0.1185 -0.0996 0.3567
H 5.4426 5.3643 -3.8518 -0.0204 -0.2407 -0.0854 0.4784
H 2.5381 2.1136 0.3578 -0.0093 0.1675 -0.3042 -0.6213
H -1.1825 1.7171 1.6479 -0.0707 -0.1001 0.2194 -0.9650
H 3.4260 4.5895 -4.6628 0.1089 0.0660 0.0978 0.3447
H -3.6399 -2.9115 2.1773 -0.0859 -0.1231 -0.0788 -0.3304
H 1.7178 -0.3362 1.4542 0.0133 0.4014 -0.1981 -0.6619
H -1.8332 -0.7385 0.9327 0.2929 0.0405 -0.0149 -1.2134
H -4.2009 -0.4264 2.6845 -0.0299 -0.1025 0.1583 0.0152
H -6.6604 -3.5050 3.9404 -0.1188 0.2396 0.0382 0.3108
H -1.6885 -1.9109 -3.1403 -0.0536 -0.0096 0.0256 -0.6039